1.
Entry from OMol25: one molecule with the formula C4H7PS in a non-equilibrium geometry (ωB97M-V/def2-TZVPD).

Geometry (Å):
C (-2.62, -0.63, -0.19)
C (-1.39, -1.09, -0.17)
C (-0.42, -0.14, 0.52)
C (0.72, 0.37, -0.39)
P (2.48, -0.10, 0.18)
S (-3.93, 0.16, 0.17)
H (-1.09, -2.10, -0.69)
H (3.11, 0.69, -0.78)
H (-1.06, 0.68, 0.87)
H (0.14, -0.51, 1.41)
H (0.67, 0.07, -1.47)
H (0.62, 1.42, -0.46)
H (2.78, 1.18, 1.00)

ΔE to the lowest compared entry with this formula, charge and spin = 39.6 kcal/mol
Kohn-Sham gap = 0.300 Ha
multiplicity = 1
SMILES = PCCC=C=S
HOMO = -0.310 Eh

=====

2.
Entry from OMol25: a 17-piece molecular cluster, C45H128BNO15 overall in a non-equilibrium geometry (ωB97M-V/def2-TZVPD).

Geometry (Å):
N (0.31, -2.25, 0.00)
H (0.86, -2.20, -0.85)
H (0.01, -1.30, 0.18)
H (0.89, -2.58, 0.75)
H (-0.55, -2.77, -0.13)
B (-0.47, 0.32, 0.54)
H (-0.23, 0.10, -0.49)
H (-1.04, -0.51, 0.93)
H (0.46, 0.43, 1.07)
H (-1.04, 1.23, 0.58)
C (0.28, 0.34, -5.51)
C (-0.05, 1.44, -6.48)
C (1.18, 2.28, -6.87)
O (-0.54, 0.88, -7.70)
H (0.71, 0.70, -4.58)
H (0.99, -0.36, -5.95)
H (-0.66, -0.16, -5.26)
H (-0.78, 2.13, -6.06)
H (1.90, 1.74, -7.49)
H (1.76, 2.49, -5.97)
H (0.94, 3.21, -7.39)
H (-0.71, 1.59, -8.32)
C (4.74, 0.20, -2.96)
C (3.84, -0.35, -4.04)
C (4.21, -0.03, -5.49)
O (3.75, -1.80, -3.83)
H (4.36, 0.04, -1.96)
H (4.90, 1.27, -3.11)
H (5.71, -0.30, -3.01)
H (2.85, 0.06, -3.84)
H (5.18, -0.43, -5.75)
H (4.23, 1.04, -5.70)
H (3.50, -0.50, -6.18)
H (4.54, -2.21, -4.19)
C (-0.92, 4.88, -3.30)
C (-1.15, 5.42, -1.91)
C (-2.37, 4.85, -1.23)
O (0.01, 5.17, -1.13)
H (-0.57, 3.85, -3.24)
H (-0.21, 5.57, -3.76)
H (-1.80, 4.94, -3.95)
H (-1.26, 6.51, -1.97)
H (-2.64, 5.55, -0.44)
H (-2.12, 3.87, -0.82)
H (-3.21, 4.82, -1.92)
H (0.16, 4.23, -1.17)
C (2.26, 3.10, -2.91)
C (2.01, 2.33, -1.61)
C (2.74, 2.88, -0.34)
O (0.65, 2.47, -1.35)
H (2.10, 4.17, -2.80)
H (1.57, 2.81, -3.70)
H (3.31, 2.94, -3.18)
H (2.20, 1.28, -1.82)
H (2.42, 2.40, 0.59)
H (2.70, 3.96, -0.24)
H (3.79, 2.68, -0.52)
H (0.38, 1.77, -0.74)
C (-0.43, -3.00, 3.45)
C (0.30, -1.78, 4.00)
C (1.33, -2.24, 5.09)
O (1.04, -1.06, 3.06)
H (-1.06, -3.44, 4.22)
H (0.31, -3.76, 3.19)
H (-1.09, -2.81, 2.61)
H (-0.46, -1.13, 4.43)
H (0.83, -2.67, 5.95)
H (1.88, -1.36, 5.41)
H (2.17, -2.84, 4.73)
H (0.49, -0.47, 2.54)
C (-3.49, -1.09, 3.23)
C (-5.03, -0.88, 3.41)
C (-5.77, -2.20, 3.39)
O (-5.22, -0.05, 4.51)
H (-2.95, -0.17, 3.00)
H (-3.32, -1.83, 2.46)
H (-3.09, -1.35, 4.22)
H (-5.41, -0.27, 2.59)
H (-5.51, -2.69, 4.33)
H (-5.44, -2.83, 2.57)
H (-6.84, -2.03, 3.35)
H (-4.66, 0.70, 4.27)
C (4.29, -4.06, 0.12)
C (3.00, -4.66, 0.71)
C (3.19, -5.75, 1.77)
O (2.44, -3.52, 1.35)
H (4.03, -3.43, -0.73)
H (4.94, -4.80, -0.33)
H (4.86, -3.48, 0.85)
H (2.30, -4.93, -0.08)
H (3.73, -6.60, 1.36)
H (2.22, -6.06, 2.14)
H (3.79, -5.30, 2.56)
H (3.23, -3.15, 1.77)
C (-3.39, -1.07, -3.30)
C (-2.63, -0.11, -2.34)
C (-2.92, 1.37, -2.75)
O (-2.84, -0.31, -0.94)
H (-4.47, -0.91, -3.22)
H (-3.14, -2.07, -2.95)
H (-3.17, -0.85, -4.34)
H (-1.57, -0.19, -2.55)
H (-2.38, 2.00, -2.05)
H (-3.98, 1.59, -2.69)
H (-2.56, 1.42, -3.78)
H (-2.03, -0.03, -0.52)
C (-6.38, -3.68, -0.22)
C (-5.59, -2.50, -0.79)
C (-6.15, -1.08, -0.50)
O (-4.30, -2.52, -0.33)
H (-6.32, -3.74, 0.87)
H (-5.83, -4.53, -0.64)
H (-7.43, -3.80, -0.48)
H (-5.53, -2.63, -1.87)
H (-5.53, -0.29, -0.91)
H (-6.25, -0.95, 0.57)
H (-7.11, -1.05, -1.02)
H (-3.96, -1.65, -0.54)
C (-0.20, -3.04, -3.92)
C (0.92, -3.78, -3.15)
C (1.96, -4.45, -3.96)
O (1.54, -2.73, -2.39)
H (0.17, -2.11, -4.35)
H (-0.92, -2.85, -3.13)
H (-0.62, -3.63, -4.74)
H (0.43, -4.46, -2.45)
H (2.66, -4.93, -3.27)
H (2.50, -3.77, -4.63)
H (1.70, -5.22, -4.69)
H (2.22, -2.30, -2.92)
C (0.89, 2.33, 3.72)
C (-0.40, 3.01, 3.23)
C (-0.14, 3.92, 2.01)
O (-1.30, 2.06, 2.89)
H (1.43, 3.10, 4.26)
H (1.46, 1.98, 2.86)
H (0.64, 1.47, 4.34)
H (-0.80, 3.58, 4.07)
H (-1.03, 4.44, 1.67)
H (0.24, 3.27, 1.21)
H (0.56, 4.73, 2.21)
H (-0.97, 1.55, 2.15)
C (-3.81, 4.63, 3.42)
C (-4.46, 3.27, 3.08)
C (-4.27, 2.82, 1.64)
O (-3.92, 2.32, 3.93)
H (-4.10, 4.88, 4.44)
H (-4.18, 5.40, 2.73)
H (-2.73, 4.53, 3.34)
H (-5.50, 3.34, 3.40)
H (-4.77, 3.44, 0.89)
H (-4.74, 1.85, 1.51)
H (-3.22, 2.85, 1.33)
H (-2.97, 2.31, 3.79)
C (4.43, 0.53, 2.42)
C (4.75, -0.73, 3.27)
C (4.50, -0.39, 4.70)
O (3.82, -1.72, 2.96)
H (4.25, 0.36, 1.36)
H (5.26, 1.22, 2.54)
H (3.46, 0.93, 2.71)
H (5.73, -1.10, 3.00)
H (3.48, -0.01, 4.80)
H (5.19, 0.39, 5.03)
H (4.56, -1.28, 5.33)
H (2.95, -1.32, 2.90)
C (-0.57, -5.62, 0.44)
C (-1.96, -5.16, 0.14)
C (-2.77, -5.28, 1.42)
O (-1.92, -3.80, -0.23)
H (-0.01, -5.68, -0.49)
H (-0.60, -6.62, 0.86)
H (0.07, -5.08, 1.14)
H (-2.38, -5.82, -0.61)
H (-2.59, -4.58, 2.23)
H (-2.61, -6.25, 1.90)
H (-3.82, -5.16, 1.16)
H (-2.84, -3.54, -0.26)
C (5.02, 5.56, 1.49)
C (4.13, 4.82, 2.58)
C (4.85, 4.49, 3.86)
O (2.90, 5.51, 2.79)
H (5.40, 4.86, 0.76)
H (5.93, 5.97, 1.93)
H (4.38, 6.24, 0.92)
H (3.87, 3.85, 2.15)
H (5.81, 4.05, 3.59)
H (4.30, 3.87, 4.57)
H (5.05, 5.38, 4.44)
H (2.49, 5.72, 1.95)

Kohn-Sham gap = 0.332 Ha
multiplicity = 1
HOMO = -0.324 Eh

=====

3.
Entry from OMol25: an isolated ion of composition C6H6N and charge +1 in a non-equilibrium geometry (ωB97M-V/def2-TZVPD).

Geometry (Å):
C (0.19, -1.16, -0.05)
C (-1.20, -1.15, -0.06)
C (-1.42, 1.06, 0.24)
C (1.28, -0.14, -0.21)
C (1.03, 1.40, -0.15)
C (-2.23, -0.08, -0.18)
N (-0.25, 1.59, 0.14)
H (0.47, -2.34, -0.08)
H (-1.60, -2.13, 0.16)
H (-2.03, 1.47, 1.14)
H (2.03, -0.48, 0.58)
H (1.93, -0.27, -1.10)
H (1.81, 2.23, -0.44)

ΔE to the lowest compared entry with this formula, charge and spin = 114.1 kcal/mol
Kohn-Sham gap (alpha / beta) = 0.271 / 0.271 Ha
multiplicity = 1
HOMO (alpha / beta) = -0.523 / -0.524 Eh
charge = +1

=====

4.
Entry from OMol25: C18H52AsF6O16 as an isolated structure in a non-equilibrium geometry (ωB97M-V/def2-TZVPD).

Geometry (Å):
As (-22.98, -5.41, -1.81)
F (-23.99, -4.07, -2.38)
F (-21.84, -4.34, -0.98)
F (-22.09, -6.92, -1.19)
F (-24.11, -6.58, -2.52)
F (-22.01, -5.20, -3.34)
F (-24.12, -5.40, -0.49)
C (-25.41, -8.82, 0.02)
O (-25.92, -8.17, -1.16)
H (-26.20, -8.73, 0.75)
H (-25.23, -9.89, -0.13)
H (-24.55, -8.24, 0.35)
H (-25.94, -7.22, -1.01)
C (-25.67, -9.18, -5.72)
O (-25.84, -8.64, -4.46)
H (-24.67, -9.62, -5.68)
H (-26.48, -9.91, -5.77)
H (-25.95, -8.55, -6.56)
H (-25.02, -8.14, -4.39)
C (-22.52, -6.44, 1.98)
O (-21.89, -7.60, 1.48)
H (-23.58, -6.65, 2.06)
H (-22.15, -5.94, 2.88)
H (-22.35, -5.60, 1.31)
H (-21.87, -7.72, 0.52)
C (-27.37, -4.57, -3.69)
O (-26.64, -5.69, -3.17)
H (-27.13, -4.47, -4.74)
H (-28.44, -4.65, -3.53)
H (-27.17, -3.62, -3.19)
H (-25.69, -5.60, -3.11)
C (-20.10, -2.27, -3.35)
O (-19.95, -3.45, -4.10)
H (-19.60, -2.54, -2.42)
H (-19.57, -1.43, -3.79)
H (-21.16, -2.16, -3.12)
H (-20.82, -3.79, -4.31)
C (-23.23, -1.15, 0.37)
O (-23.98, -1.67, -0.62)
H (-22.21, -0.85, 0.12)
H (-23.74, -0.23, 0.68)
H (-23.20, -1.82, 1.23)
H (-23.41, -1.93, -1.35)
C (-18.23, -6.12, -2.69)
O (-17.57, -5.01, -3.16)
H (-17.87, -6.47, -1.73)
H (-19.25, -5.79, -2.50)
H (-18.18, -6.96, -3.38)
H (-18.19, -4.51, -3.70)
C (-18.33, -7.42, 0.99)
O (-19.06, -7.93, -0.09)
H (-18.94, -6.76, 1.61)
H (-17.81, -8.16, 1.61)
H (-17.55, -6.71, 0.72)
H (-19.48, -7.21, -0.56)
C (-19.52, -3.51, 2.00)
O (-20.17, -3.09, 0.79)
H (-20.31, -4.01, 2.57)
H (-18.86, -4.31, 1.67)
H (-18.98, -2.81, 2.64)
H (-20.64, -3.77, 0.31)
C (-27.47, -4.71, 0.30)
O (-26.58, -5.77, 0.18)
H (-28.45, -5.15, 0.45)
H (-27.32, -3.98, 1.10)
H (-27.40, -4.09, -0.59)
H (-25.67, -5.47, 0.08)
C (-20.89, -8.34, -4.04)
C (-20.41, -7.48, -5.25)
C (-19.27, -8.18, -5.94)
O (-19.53, -7.87, -7.30)
C (-20.78, -7.69, -7.41)
O (-21.48, -7.47, -8.44)
O (-21.36, -7.47, -6.21)
H (-21.20, -9.33, -4.36)
H (-21.81, -7.91, -3.66)
H (-20.10, -8.39, -3.29)
H (-20.18, -6.43, -5.08)
H (-19.03, -9.20, -5.64)
H (-18.28, -7.78, -5.70)
C (-23.52, -4.35, -6.22)
C (-24.04, -4.57, -7.69)
C (-24.49, -5.92, -8.20)
O (-25.88, -5.71, -8.45)
C (-26.30, -4.56, -7.94)
O (-27.41, -4.07, -8.14)
O (-25.23, -3.83, -7.67)
H (-24.13, -4.78, -5.43)
H (-23.17, -3.35, -5.96)
H (-22.63, -4.96, -6.30)
H (-23.29, -4.24, -8.41)
H (-24.20, -6.62, -7.42)
H (-24.10, -6.28, -9.15)

Kohn-Sham gap (alpha / beta) = 0.107 / 0.288 Ha
multiplicity = 2
HOMO (alpha / beta) = 0.042 / -0.140 Eh
<S²> = 0.75
charge = -2